2 unconnected molecules or ions with the total composition C4H7N3O2S2 at a distorted geometry. Source: OMol25; level of theory: ωB97M-V/def2-TZVPD.

Structure (XYZ):
```
18
Properties=species:S:1:pos:R:3:forces:R:3
C -1.048 -1.336 0.393 -0.5 1.5 1.0
N -1.197 -2.045 -0.643 -0.4 -1.4 -1.2
O -0.314 -3.047 -1.074 0.3 1.0 1.5
C 1.070 -2.726 -0.711 -1.6 3.1 -2.1
S 1.689 -3.048 0.889 0.0 0.6 0.7
N 1.058 -1.766 1.857 0.7 -1.6 -0.7
C -0.021 -1.218 1.542 -2.6 1.9 0.8
H -1.967 -0.585 0.465 2.2 -1.6 0.2
H 1.670 -3.198 -1.471 0.3 -0.5 0.0
H 1.035 -1.577 -1.039 0.9 -2.1 1.3
H -0.422 -0.477 2.337 0.8 -0.9 -1.5
O 0.687 1.806 1.084 0.7 -0.5 0.9
C 0.581 2.421 0.066 -2.0 0.0 -0.2
N -0.578 3.165 -0.152 1.2 0.1 -0.2
S -0.665 4.389 -1.327 -1.5 -1.2 -0.8
H 1.236 2.305 -0.784 0.5 0.4 -0.5
H -1.155 3.212 0.671 -0.2 0.2 0.1
H -1.659 3.726 -2.106 1.3 1.0 0.7
```
Positions in Å, forces in eV/Å.

* 2S+1: 1
* SMILES string: C1=NOCSN=C1.O=CNS
* E_LUMO: 0.002 Eh
* relative energy (zero: lowest compared OMol25 entry of this formula, charge and spin): 66.91 kcal per mole
* total energy: -34492.817 eV
* frontier orbital gap: 0.3375 Ha

Atom charges from the Löwdin analysis, given in e for atoms 1 to 8: -0.148, 0.006, -0.180, -0.530, 0.913, -0.282, -0.272, 0.145

A molecular structure, C14H22AlNO4S3SbSi2. Source: OMol25; level of theory: ωB97M-V/def2-TZVPD.

Structure (XYZ):
```
48
Properties=species:S:1:pos:R:3:forces:R:3
Al 0.260 -0.095 0.016 -0.2 0.4 0.1
O 2.135 -2.642 2.508 0.1 -0.1 0.0
C 1.434 -1.820 1.946 -0.2 0.2 -0.2
O 1.342 -1.558 0.688 0.3 -0.2 0.1
C 0.473 -0.956 2.756 0.1 -0.1 0.1
C 0.344 -0.869 4.128 -0.1 0.0 0.0
C -0.610 0.015 4.626 0.0 0.0 0.1
C -1.406 0.765 3.768 0.0 0.0 0.0
C -1.208 0.611 2.408 -0.2 0.1 0.1
N -0.290 -0.224 1.970 0.1 0.0 -0.4
C -1.937 1.309 1.254 0.2 -0.1 0.3
O -2.864 2.058 1.516 -0.1 0.0 -0.1
O -1.446 0.967 0.124 0.0 0.1 -0.1
H 0.976 -1.468 4.768 0.0 0.0 0.0
H -0.729 0.122 5.698 0.0 0.0 0.0
H -2.156 1.459 4.122 0.0 0.0 0.0
S 1.656 5.401 -0.239 0.0 0.0 0.0
Sb 0.572 3.494 -0.923 0.0 0.0 -0.1
S 1.721 1.640 0.169 0.0 -0.1 0.1
S 0.538 3.095 -3.185 0.0 -0.1 0.0
C -2.936 -1.647 -2.894 -0.2 0.0 -0.2
Si -1.656 -2.032 -1.581 -0.1 0.0 0.0
C -1.293 -3.869 -1.753 0.0 -0.2 0.0
C -2.563 -1.937 0.067 0.0 0.0 0.2
C -0.225 -0.889 -1.724 0.1 0.1 0.0
Si 1.190 -1.352 -2.829 0.1 -0.2 0.2
C 1.668 -3.177 -2.760 0.0 -0.2 0.0
C 2.790 -0.451 -2.499 0.1 0.2 0.0
C 0.719 -1.000 -4.605 -0.1 0.0 -0.3
H -3.804 -2.309 -2.802 0.0 0.0 0.0
H -2.516 -1.765 -3.898 0.0 0.0 0.0
H -3.278 -0.612 -2.800 0.0 0.0 0.0
H -2.194 -4.418 -1.458 0.0 0.0 0.0
H -0.469 -4.197 -1.116 0.0 0.0 0.0
H -1.050 -4.144 -2.782 0.0 0.0 0.0
H -3.369 -2.677 0.110 0.0 0.0 0.0
H -2.988 -0.944 0.216 -0.1 0.0 0.0
H -1.884 -2.139 0.904 -0.1 0.0 0.0
H -0.649 -0.001 -2.224 0.0 0.0 0.1
H 1.766 -3.529 -1.729 0.0 0.0 0.0
H 2.643 -3.287 -3.245 0.0 0.0 0.0
H 0.958 -3.825 -3.277 0.1 0.0 0.0
H 3.063 -0.471 -1.442 0.0 0.0 0.0
H 2.710 0.600 -2.790 0.0 0.0 0.0
H 3.593 -0.926 -3.074 0.0 0.1 0.0
H -0.089 -1.657 -4.951 0.0 0.1 0.0
H 1.578 -1.135 -5.270 0.0 0.0 0.0
H 0.383 0.037 -4.682 0.0 0.0 0.0
```
Positions in Å, forces in eV/Å.

* 2S+1: 2
* total charge: -2
* E_LUMO (spin up / spin down): 0.164 / 0.162 Eh
* relative energy (zero: lowest compared OMol25 entry of this formula, charge and spin): 2.69 kcal per mole
* total energy: -85961.920 eV
* frontier orbital gap (spin up / spin down): 0.2059 / 0.2278 Ha

Atom charges from the Löwdin analysis, given in e for atoms 1 to 8: -0.253, 0.055, -0.540, -0.018, -0.135, 0.015, -0.045, 0.021

A single CH5N3S molecule at a distorted geometry. Source: OMol25; level of theory: ωB97M-V/def2-TZVPD.

Structure (XYZ):
```
10
Properties=species:S:1:pos:R:3:forces:R:3
N 1.244 -0.916 -0.062 0.0 -4.4 2.4
N 1.247 0.255 -0.580 -1.7 4.4 -0.8
C 0.253 1.064 -0.379 -0.1 0.5 0.8
N -0.844 0.634 0.521 1.1 -0.9 -2.1
S -1.921 -0.358 -0.451 0.0 0.1 0.4
H 0.797 -1.282 0.820 -0.4 1.7 -1.1
H 2.126 -1.378 -0.075 0.7 0.0 -0.6
H 0.158 2.126 -0.836 0.6 -2.2 0.7
H -1.413 1.360 0.874 -0.3 1.1 0.4
H -1.648 -1.506 0.169 -0.1 -0.3 0.0
```
Positions in Å, forces in eV/Å.

* 2S+1: 1
* SMILES string: N/N=C\NS
* E_LUMO: 0.031 Eh
* relative energy (zero: lowest compared OMol25 entry of this formula, charge and spin): 46.65 kcal per mole
* total energy: -16421.298 eV
* frontier orbital gap: 0.3414 Ha

Atom charges from the Löwdin analysis, given in e for atoms 1 to 8: -0.041, -0.093, -0.316, -0.405, 0.695, 0.118, 0.079, 0.125

Among the records above, which one has the highest 2S+1?
C14H22AlNO4S3SbSi2

total energy of number 1 (C4H7N3O2S2)?
-34492.817 eV

What is the formula in the second record?
C14H22AlNO4S3SbSi2

What is the relative energy (zero: lowest compared OMol25 entry of this formula, charge and spin) in the first record?
66.91 kcal per mole